# 1
A structure of composition C26H24CsF6N6O6S4, computed with ωB97M-V/def2-TZVPD.

Last column: Löwdin charge in e.
CARTESIAN COORDINATES (ANGSTROEM)
Cs1 0.4085 0.7580 3.1186  1.18
S1 -2.4258 2.2859 4.0484  0.32
C1 -2.5093 2.9121 2.4600  -1.21
N1 -1.8099 2.5788 1.4007  -0.03
C2 -2.1376 3.3686 0.3153  -0.35
C3 -1.4850 3.3244 -0.9152  -0.04
C4 -1.8988 4.1473 -1.9459  -0.11
C5 -2.9635 5.0325 -1.7636  -0.12
C6 -3.6016 5.1161 -0.5359  -0.11
C7 -3.1788 4.2945 0.5020  -0.50
S2 -3.7055 4.1889 2.1495  0.95
H1 -0.6524 2.6463 -1.0254  0.08
H2 -1.4001 4.1014 -2.9071  0.09
H3 -3.2818 5.6709 -2.5785  0.09
H4 -4.4080 5.8242 -0.3892  0.10
F1 4.4441 -3.1104 4.6163  0.13
C8 3.8661 -2.1895 5.3929  -0.67
F2 4.6772 -1.9288 6.4165  0.14
F3 2.7301 -2.7018 5.8667  0.13
S3 3.5391 -0.6718 4.3873  0.56
O1 2.2748 -0.9496 3.7475  -0.57
O2 4.7033 -0.5530 3.5652  -0.26
N2 3.4925 0.4975 5.4321  -0.28
S4 2.2336 1.1570 6.1184  0.56
O3 2.4290 2.5636 6.2606  -0.26
O4 0.9678 0.6825 5.6148  -0.57
C9 2.3520 0.5252 7.8444  -0.68
F4 1.3658 1.0447 8.5748  0.14
F5 3.5175 0.8717 8.3899  0.14
F6 2.2482 -0.8052 7.8795  0.13
N3 0.2087 -4.0630 0.2531  -0.01
C10 1.6870 -3.9890 0.1917  -0.25
C11 2.2044 -2.9715 1.1911  -0.30
N4 3.6591 -3.0941 1.3143  0.02
H5 -0.1162 -4.9173 -0.1886  0.09
H6 -0.4911 -2.8796 -0.7853  0.08
H7 -0.0913 -4.1084 1.2211  0.09
H8 1.9585 -3.6955 -0.8273  0.11
H9 2.1589 -4.9539 0.3968  0.11
H10 1.7536 -3.1870 2.1652  0.11
H11 1.8777 -1.9730 0.8929  0.08
H12 4.0917 -2.7015 0.4839  0.07
H13 3.9903 -2.5088 2.0748  0.03
O5 1.6601 1.3263 -0.4106  0.07
C12 0.9971 0.5690 -1.0714  -0.53
N5 0.4758 0.8294 -2.3278  0.15
C13 -0.4998 -0.1816 -2.7007  -0.27
C14 -0.2399 -1.1415 -1.5447  -0.36
O6 -0.8545 -2.2873 -1.5286  0.12
N6 0.5997 -0.7272 -0.6712  0.23
C15 -1.9153 0.3931 -2.6479  -0.15
C16 -2.4281 1.0542 -3.7602  -0.04
C17 -3.6594 1.6871 -3.6928  -0.08
C18 -4.3891 1.6672 -2.5122  -0.08
C19 -3.8825 1.0112 -1.4026  -0.06
C20 -2.6513 0.3752 -1.4702  -0.02
C21 -0.1831 -0.8792 -4.0183  -0.15
C22 -1.1113 -1.7603 -4.5678  -0.03
C23 -0.8263 -2.4334 -5.7435  -0.08
C24 0.3891 -2.2341 -6.3866  -0.10
C25 1.3177 -1.3638 -5.8404  -0.08
C26 1.0341 -0.6911 -4.6573  -0.02
H14 0.3951 1.7862 -2.6317  0.15
H15 -1.8647 1.0698 -4.6858  0.12
H16 -4.0438 2.2071 -4.5611  0.10
H17 -5.3414 2.1773 -2.4494  0.10
H18 -4.4276 1.0146 -0.4676  0.12
H19 -2.2573 -0.1011 -0.5800  0.12
H20 -2.0582 -1.9154 -4.0676  0.12
H21 -1.5556 -3.1146 -6.1632  0.10
H22 0.6079 -2.7575 -7.3088  0.10
H23 2.2698 -1.2028 -6.3297  0.10
H24 1.7598 -0.0159 -4.2245  0.11

- Calculated total energy: -108776.170 eV
- E_LUMO: 1.89 eV
- Orbital gap: 0.232 Ha
- ΔE to the lowest compared entry with this formula, charge and spin: 0.9534 eV
- 2S+1: 1
- Charge: -1


# 2
A structure of composition C38H47BeN6O3, computed with ωB97M-V/def2-TZVPD.

Last column: Löwdin charge in e.
CARTESIAN COORDINATES (ANGSTROEM)
Be1 -1.1954 -1.7297 -3.1456  0.96
C1 0.5751 -0.4770 1.1975  -0.06
C2 0.9837 -0.2018 -0.2877  -0.44
O1 0.2284 -0.6382 -1.3509  -0.34
H1 1.3478 -0.1394 1.8905  0.05
H2 0.4734 -1.5560 1.2929  0.02
H3 -0.2730 0.1566 1.4550  0.05
H4 2.0166 -0.4387 -0.5831  0.10
H5 1.0673 0.8924 -0.2503  0.06
N1 4.1591 -4.6022 -1.1194  0.06
C3 4.2997 -3.2884 -1.3670  -0.17
C4 5.4652 -2.5645 -1.1601  -0.08
C5 6.6169 -3.3185 -0.9044  -0.08
C6 6.5439 -4.6951 -0.8727  -0.07
C7 5.2985 -5.3036 -0.9754  -0.13
H6 3.3662 -2.7911 -1.6066  0.09
H7 5.5171 -1.4944 -1.2974  0.10
H8 7.5491 -2.8117 -0.6930  0.11
H9 7.4337 -5.2725 -0.6649  0.11
H10 5.2309 -6.3829 -0.9703  0.11
N2 0.0253 5.7184 -1.1629  0.04
C8 0.2817 5.9428 0.1082  -0.15
C9 0.8817 4.9927 0.9249  -0.07
C10 1.2699 3.8352 0.3043  -0.08
C11 0.7733 3.5098 -0.9690  -0.06
C12 0.1805 4.5306 -1.7349  -0.14
H11 0.1210 6.9648 0.4296  0.11
H12 1.2371 5.1447 1.9346  0.10
H13 1.8850 3.1103 0.8208  0.09
H14 1.0060 2.5504 -1.4094  0.06
H15 -0.1770 4.3066 -2.7315  0.09
N3 -2.2579 -3.0536 -1.4096  0.02
C13 -1.5037 -3.3864 -0.3525  -0.09
C14 -1.8360 -4.5317 0.3875  -0.02
C15 -3.0320 -5.2040 0.1402  -0.04
C16 -3.8083 -4.8364 -0.9384  -0.04
C17 -3.3492 -3.7639 -1.6869  -0.15
H16 -0.5743 -2.8479 -0.2228  0.07
H17 -1.1920 -4.9462 1.1496  0.11
H18 -3.2573 -5.9612 0.8790  0.12
H19 -4.6942 -5.3521 -1.2778  0.12
H20 -3.8772 -3.4897 -2.5914  0.11
N4 -3.8323 1.0139 3.3628  0.06
C18 -2.7954 1.7581 2.9592  -0.18
C19 -2.8674 3.0948 2.6179  -0.07
C20 -4.1233 3.6918 2.6902  -0.07
C21 -5.2315 2.9452 3.1353  -0.06
C22 -5.0155 1.6065 3.4642  -0.16
H21 -1.8767 1.1861 2.9116  0.09
H22 -1.9610 3.5334 2.2237  0.10
H23 -4.2779 4.7303 2.4297  0.10
H24 -6.2227 3.3727 3.1696  0.10
H25 -5.9134 1.0417 3.6846  0.10
N5 -0.7953 0.4408 -4.4684  0.03
C23 -1.2323 0.7093 -5.7101  -0.14
C24 -0.6482 1.6324 -6.5602  -0.05
C25 0.3771 2.4256 -6.0693  -0.03
C26 0.8239 2.2519 -4.7297  -0.02
C27 0.1768 1.2438 -4.0188  -0.14
H26 -2.1336 0.1924 -6.0135  0.10
H27 -0.9914 1.7836 -7.5731  0.11
H28 0.9373 3.2015 -6.5733  0.12
H29 1.4873 2.9492 -4.2420  0.11
H30 0.3346 1.1630 -2.9498  0.08
N6 -3.0421 -0.1529 -2.3092  0.02
C28 -3.1322 0.3790 -1.0806  -0.11
C29 -4.1051 1.3298 -0.7656  -0.03
C30 -5.1504 1.5799 -1.6535  -0.05
C31 -5.0788 1.0365 -2.9265  -0.03
C32 -4.0057 0.1443 -3.1856  -0.15
H31 -2.3033 0.2408 -0.3992  0.10
H32 -4.1442 1.5571 0.2923  0.09
H33 -5.8945 2.3130 -1.3743  0.12
H34 -5.8550 1.3098 -3.6260  0.11
H35 -3.8994 -0.3966 -4.1168  0.09
C33 3.1266 2.0475 4.8527  -0.01
C34 1.6786 2.1792 4.3984  -0.46
O2 1.4738 2.3754 3.2157  0.03
C35 0.5742 2.1624 5.4733  0.00
H36 3.7001 2.8706 4.4349  0.09
H37 3.5817 1.1075 4.5381  0.08
H38 3.0527 1.9691 5.9375  0.07
H39 0.2801 3.1828 5.7196  0.09
H40 1.0374 1.6256 6.2996  0.07
H41 -0.3610 1.6681 5.2132  0.07
C36 1.8490 -3.8991 1.2700  -0.03
C37 3.2126 -3.8048 1.9632  -0.48
O3 3.8679 -4.7835 2.2287  0.06
C38 3.8561 -2.4460 2.2513  0.00
H42 1.1342 -3.3955 1.9265  0.07
H43 1.5857 -4.9547 1.3147  0.08
H44 1.7936 -3.4249 0.2922  0.07
H45 4.2952 -2.3915 3.2461  0.08
H46 3.1574 -1.6237 2.0959  0.05
H47 4.6892 -2.3497 1.5537  0.07

- Calculated total energy: -55640.493 eV
- E_LUMO: -5.67 eV
- Orbital gap: 0.171 Ha
- ΔE to the lowest compared entry with this formula, charge and spin: 0.0000 eV
- 2S+1: 1
- Charge: +1